This record from the Open Molecules 2025 dataset describes 9 unconnected molecules or ions with the total composition C38H96Cl6N12O8P4. The level of theory is ωB97M-V with the def2-TZVPD basis set.

Computed properties:
- LUMO level (alpha / beta): -2.4 / -7.1 eV
- Charge: +1
- Spin multiplicity: 2
- HOMO (alpha / beta): -0.344 / -0.344 Ha
- Gap between HOMO and LUMO (alpha / beta): 6.957 / 2.265 eV

Each line ends with the Mulliken spin population.
Cartesian coordinates (Å):
Cl -0.12 -4.70 -4.47  0.000
C -0.26 -2.94 -4.39  0.001
C -0.16 -2.43 -2.93  0.000
Cl -1.58 -2.91 -2.01  0.000
H -1.26 -2.71 -4.76  0.001
H 0.50 -2.57 -5.07  0.000
H -0.18 -1.34 -2.95  -0.001
H 0.68 -2.80 -2.34  0.000
Cl 0.72 0.08 -0.69  0.000
C -0.42 -0.62 0.54  0.000
C -1.67 0.18 0.41  0.000
Cl -1.42 1.83 0.93  0.000
H 0.06 -0.43 1.50  0.000
H -0.56 -1.69 0.34  0.000
H -2.53 -0.19 0.97  0.000
H -2.01 0.20 -0.63  0.000
Cl -6.44 -3.40 -2.99  0.000
C -4.84 -2.90 -2.28  0.000
C -4.89 -1.49 -1.78  0.000
Cl -6.03 -1.36 -0.44  0.000
H -4.07 -2.99 -3.05  0.000
H -4.60 -3.69 -1.58  0.000
H -5.20 -0.81 -2.56  0.000
H -3.91 -1.14 -1.44  0.000
O -2.84 -0.22 -3.81  0.021
P -2.61 1.00 -4.69  -0.014
N -1.35 1.97 -4.13  -0.002
C -1.45 2.84 -2.93  0.002
C 0.04 1.75 -4.43  0.000
N -4.02 1.88 -4.96  0.461
C -5.39 1.39 -4.82  -0.009
C -3.98 3.26 -5.41  -0.018
N -2.26 0.68 -6.34  0.415
C -2.00 1.68 -7.40  -0.014
C -2.08 -0.76 -6.70  -0.018
H -1.02 2.30 -2.09  0.001
H -2.48 3.07 -2.65  -0.002
H -0.98 3.80 -3.12  0.000
H 0.58 0.97 -3.90  0.002
H 0.64 2.61 -4.15  0.001
H 0.20 1.68 -5.51  -0.002
H -5.47 0.45 -5.36  0.022
H -5.63 1.21 -3.77  0.017
H -6.14 2.00 -5.33  0.003
H -4.47 3.71 -4.55  0.029
H -3.00 3.66 -5.68  0.006
H -4.58 3.40 -6.31  0.021
H -2.57 2.60 -7.46  0.008
H -0.93 1.89 -7.45  0.022
H -1.97 1.31 -8.43  0.006
H -2.80 -1.00 -7.49  0.014
H -2.13 -1.47 -5.87  0.000
H -1.10 -0.95 -7.13  0.029
O 6.12 -2.32 1.75  0.000
P 5.52 -1.69 2.94  0.000
N 5.44 -2.83 4.18  0.000
C 6.33 -3.99 4.14  0.000
C 4.74 -2.69 5.52  0.000
N 3.94 -1.03 2.74  0.000
C 2.89 -2.01 2.56  0.000
C 3.70 0.22 1.98  0.000
N 6.46 -0.42 3.64  0.000
C 6.04 0.30 4.84  0.000
C 7.88 -0.37 3.31  0.000
H 6.15 -4.79 4.86  0.000
H 7.30 -3.64 4.49  0.000
H 6.39 -4.37 3.12  0.000
H 3.91 -1.98 5.45  0.000
H 5.49 -2.37 6.24  0.000
H 4.36 -3.57 6.03  0.000
H 2.92 -2.32 1.52  0.000
H 2.95 -2.90 3.19  0.000
H 1.96 -1.46 2.70  0.000
H 4.04 1.01 2.66  0.000
H 4.29 0.28 1.07  0.000
H 2.71 0.40 1.56  0.000
H 6.14 -0.32 5.73  0.000
H 6.54 1.27 4.82  0.000
H 4.96 0.45 4.86  0.000
H 8.20 0.67 3.30  0.000
H 8.04 -0.90 2.37  0.000
H 8.44 -0.84 4.13  0.000
O 4.11 -3.29 -3.51  0.000
P 5.20 -2.30 -3.84  0.000
N 4.93 -0.74 -3.14  0.000
C 3.83 -0.51 -2.20  0.000
C 5.62 0.44 -3.65  0.000
N 5.43 -2.06 -5.52  0.000
C 4.33 -2.11 -6.43  0.000
C 6.76 -2.30 -6.08  0.000
N 6.75 -2.82 -3.31  0.000
C 7.44 -2.28 -2.15  0.000
C 7.25 -4.14 -3.58  0.000
H 4.18 0.22 -1.46  0.000
H 3.52 -1.37 -1.61  0.000
H 2.88 -0.27 -2.68  0.000
H 5.70 1.22 -2.89  0.000
H 5.01 0.85 -4.46  0.000
H 6.64 0.20 -3.94  0.000
H 4.18 -3.11 -6.84  0.000
H 3.43 -1.78 -5.92  0.000
H 4.50 -1.29 -7.12  0.000
H 7.58 -2.22 -5.37  0.000
H 6.78 -3.31 -6.48  0.000
H 6.97 -1.61 -6.90  0.000
H 6.93 -2.65 -1.26  0.000
H 8.48 -2.62 -2.11  0.000
H 7.40 -1.20 -2.13  0.000
H 6.73 -4.52 -4.45  0.000
H 7.12 -4.82 -2.74  0.000
H 8.30 -4.04 -3.87  0.000
O -5.48 2.35 2.19  0.000
P -5.61 2.25 3.65  0.000
N -5.47 3.75 4.46  0.000
C -5.07 3.88 5.83  0.000
C -6.22 4.95 3.95  0.000
N -4.40 1.29 4.39  0.000
C -2.96 1.76 4.40  0.000
C -4.51 -0.12 4.27  0.000
N -7.11 1.65 4.29  0.000
C -7.90 0.78 3.48  0.000
C -7.53 1.72 5.74  0.000
H -4.33 4.67 5.94  0.000
H -4.54 3.01 6.22  0.000
H -5.88 4.14 6.51  0.000
H -5.80 5.85 4.39  0.000
H -7.29 4.90 4.18  0.000
H -6.17 5.07 2.87  0.000
H -2.34 1.23 5.12  0.000
H -2.62 1.64 3.38  0.000
H -2.88 2.81 4.69  0.000
H -3.63 -0.61 4.69  0.000
H -5.41 -0.32 4.85  0.000
H -4.60 -0.36 3.21  0.000
H -7.81 1.09 2.44  0.000
H -7.68 -0.28 3.63  0.000
H -8.94 1.03 3.71  0.000
H -7.10 2.62 6.19  0.000
H -7.28 0.91 6.42  0.000
H -8.61 1.83 5.84  0.000
O -0.81 -0.56 4.07  0.000
C -0.86 -1.79 3.91  0.000
O -1.45 -2.31 2.85  0.000
C -1.24 -3.72 2.81  0.000
C -0.14 -4.04 3.81  0.000
C -0.22 -2.90 4.75  0.000
H -0.80 -3.94 1.84  0.000
H -2.17 -4.19 3.11  0.000
H 0.76 -4.12 3.21  0.000
H -0.22 -5.05 4.21  0.000
H 0.81 -2.65 4.98  0.000
H -0.65 -3.18 5.71  0.000
O 0.33 5.12 2.35  0.000
C -0.88 5.39 2.34  0.000
O -1.48 5.65 3.51  0.000
C -2.88 5.83 3.36  0.000
C -3.16 5.21 2.00  0.000
C -1.92 5.44 1.23  0.000
H -3.06 6.90 3.44  0.000
H -3.40 5.34 4.19  0.000
H -4.05 5.65 1.55  0.000
H -3.48 4.17 2.10  0.000
H -1.90 6.38 0.69  0.000
H -1.84 4.62 0.52  0.000

***

This record from the Open Molecules 2025 dataset describes a molecular structure, C38H99CdN6O15. The level of theory is ωB97M-V with the def2-TZVPD basis set.

Computed properties:
- LUMO level: -3.2 eV
- Charge: +1
- Energy above the lowest of the compared OMol25 structures with the same formula, charge and spin: 1.021 eV
- HOMO: -0.372 Ha
- Gap between HOMO and LUMO: 6.952 eV

Each line ends with the Mulliken charge.
Cartesian coordinates (Å):
Cd -2.57 0.66 3.09  -0.006
C -1.98 1.98 -0.23  -1.643
C -1.16 0.77 0.28  1.049
O -1.68 -0.04 1.33  1.076
H -1.98 2.78 0.51  0.315
H -3.06 1.82 -0.18  0.172
H -1.70 2.42 -1.19  0.230
H -0.11 0.97 0.50  0.150
H -1.24 0.13 -0.61  -0.458
O -0.82 1.62 3.55  -0.369
H -0.20 2.03 2.95  0.416
H -0.55 1.93 4.42  0.179
O -1.82 -2.96 1.44  -0.716
H -2.23 -3.18 0.60  0.520
H -1.92 -2.01 1.52  -0.396
C -2.93 -0.54 -6.54  -0.820
O -2.32 -0.55 -5.27  -0.307
C -1.74 0.68 -4.74  0.048
C -2.69 1.87 -4.69  -0.706
N -4.02 1.38 -4.12  -0.405
C -3.96 1.13 -2.74  -0.310
C -5.21 0.49 -2.15  -0.354
O -5.28 -0.88 -2.53  -0.228
C -6.57 -1.39 -2.13  -0.864
H -2.41 0.13 -7.21  0.314
H -3.94 -0.13 -6.49  0.337
H -3.07 -1.57 -6.88  0.245
H -0.82 0.91 -5.28  0.551
H -1.45 0.45 -3.72  -0.328
H -2.81 2.22 -5.71  0.319
H -2.33 2.74 -4.13  0.401
H -4.26 0.51 -4.57  0.306
H -3.81 2.12 -2.29  0.427
H -3.12 0.50 -2.44  0.089
H -6.08 1.03 -2.50  0.418
H -5.11 0.42 -1.07  -0.001
H -6.55 -2.48 -2.08  0.159
H -7.47 -1.23 -2.72  0.362
H -6.80 -1.11 -1.10  0.336
C -5.12 -7.05 -0.31  -0.795
O -4.53 -6.01 -1.09  -0.340
C -4.87 -4.71 -0.57  -0.813
C -4.01 -3.62 -1.12  0.362
N -2.65 -4.05 -0.93  -0.706
C -1.68 -3.19 -1.66  0.601
C -0.39 -4.01 -1.90  -0.811
O -0.66 -5.24 -2.61  -0.464
C 0.43 -5.90 -3.31  -0.737
H -4.95 -6.98 0.76  0.321
H -4.71 -7.99 -0.67  0.262
H -6.17 -7.13 -0.58  0.310
H -4.73 -4.61 0.51  0.357
H -5.88 -4.43 -0.87  0.346
H -4.32 -2.69 -0.65  -0.482
H -4.16 -3.53 -2.19  0.563
H -2.59 -4.98 -1.32  0.501
H -1.51 -2.27 -1.10  -0.836
H -2.17 -3.02 -2.62  0.637
H -0.05 -4.29 -0.91  0.223
H 0.39 -3.54 -2.50  0.677
H 0.63 -5.50 -4.30  0.258
H 0.22 -6.96 -3.48  0.247
H 1.30 -5.71 -2.68  0.320
C -4.93 -0.91 1.78  -0.639
O -4.16 -0.66 2.88  0.198
C -4.72 -1.03 4.12  -0.492
C -3.83 -0.50 5.29  -0.757
N -2.39 -0.47 4.92  -0.077
C -1.89 -1.84 4.81  -0.938
C -0.40 -1.89 4.61  -0.297
O 0.26 -0.90 5.39  -0.411
C 1.66 -1.31 5.62  -0.731
H -5.28 -1.92 1.61  0.416
H -4.36 -0.66 0.88  -0.231
H -5.67 -0.12 1.63  0.371
H -4.86 -2.12 4.12  0.443
H -5.70 -0.60 4.35  0.351
H -4.07 -1.01 6.23  0.442
H -4.19 0.49 5.55  0.383
H -1.78 -0.07 5.61  0.281
H -2.34 -2.44 4.01  0.218
H -2.13 -2.23 5.80  0.596
H -0.23 -1.91 3.53  -0.020
H -0.09 -2.81 5.09  0.624
H 2.26 -1.19 4.71  0.172
H 1.71 -2.35 5.94  0.339
H 2.13 -0.71 6.39  0.337
C 1.24 3.44 1.47  -0.898
O 1.45 2.79 2.73  -0.239
C 2.81 2.78 3.15  0.242
C 2.99 2.18 4.54  -0.491
N 2.49 3.05 5.60  -0.262
C 3.41 4.17 5.87  -0.617
C 2.74 5.19 6.81  -0.698
O 1.55 5.58 6.19  -0.280
C 0.85 6.60 6.86  -0.863
H 0.18 3.48 1.22  0.189
H 1.84 3.19 0.59  0.350
H 1.35 4.51 1.67  0.449
H 3.14 3.82 3.21  0.310
H 3.41 2.22 2.43  -0.143
H 4.04 1.94 4.71  0.513
H 2.54 1.20 4.67  -0.385
H 1.65 3.49 5.24  0.304
H 3.72 4.61 4.92  0.291
H 4.38 3.82 6.23  0.463
H 3.33 6.07 7.07  0.489
H 2.72 4.66 7.76  0.374
H 0.93 6.49 7.94  0.343
H -0.22 6.73 6.70  0.261
H 1.28 7.59 6.69  0.317
C 8.33 -0.32 1.83  -0.825
O 7.00 -0.08 1.42  -0.223
C 6.74 0.19 0.03  -0.847
C 5.26 0.47 -0.22  -0.318
N 4.33 -0.63 0.06  -0.472
C 3.01 -0.22 0.34  0.613
C 2.20 -1.49 0.78  -0.595
O 2.82 -2.18 1.84  -0.246
C 2.41 -3.52 2.10  -0.744
H 8.37 -0.36 2.92  0.240
H 9.13 0.37 1.53  0.327
H 8.76 -1.22 1.39  0.321
H 7.16 -0.65 -0.52  0.390
H 7.22 1.09 -0.37  0.441
H 4.98 1.02 -1.13  0.461
H 5.03 1.19 0.57  0.062
H 4.66 -1.15 0.86  0.365
H 2.57 0.34 -0.48  0.203
H 2.92 0.45 1.20  -0.536
H 2.17 -2.18 -0.06  0.248
H 1.14 -1.33 1.00  0.261
H 2.58 -4.13 1.21  0.341
H 1.34 -3.61 2.29  0.170
H 2.92 -3.80 3.02  0.263
C 4.93 -0.36 -6.48  -0.806
O 3.64 0.42 -6.51  -0.245
C 3.80 1.60 -7.25  -0.550
C 2.38 2.27 -7.27  -0.967
N 1.86 2.72 -5.97  -0.150
C 2.75 3.70 -5.28  -0.475
C 2.17 4.17 -3.89  -0.786
O 2.23 3.18 -2.87  -0.365
C 1.04 2.46 -2.50  -0.078
H 5.80 0.25 -6.27  0.320
H 5.16 -0.80 -7.45  0.315
H 4.89 -1.18 -5.76  0.254
H 4.11 1.46 -8.29  0.461
H 4.62 2.23 -6.89  0.394
H 1.69 1.66 -7.86  0.331
H 2.53 3.13 -7.92  0.452
H 1.83 1.90 -5.37  0.125
H 2.85 4.57 -5.94  0.385
H 3.72 3.23 -5.13  0.289
H 1.16 4.57 -4.00  0.376
H 2.77 4.99 -3.48  0.370
H 0.24 3.16 -2.28  0.409
H 1.18 1.94 -1.54  -0.321
H 0.82 1.84 -3.37  0.257